one | C26H39ClIN6O5Si2V as an isolated structure. Source: OMol25; level of theory: ωB97M-V with the def2-TZVPD basis set.

Each line ends with the Mulliken spin population.
Positions of all 81 atoms, in Å:
N -1.5096 -2.4907 -0.0892  -0.002
V -0.3129 0.1075 0.1800  1.147
C 0.1867 0.6956 3.6009  0.009
H 2.0106 2.9593 -0.1869  0.006
H 1.5289 3.8546 -5.0620  0.000
H -1.6403 1.7352 -1.9886  0.008
H 4.3800 1.4260 0.5221  0.000
C 0.4275 1.5768 5.8532  0.000
C -1.2207 -3.7668 -0.0951  0.010
C 1.3148 2.8232 -3.1514  0.004
I -4.7417 1.7269 -0.5959  0.000
C 0.7887 3.6940 -4.2796  0.000
H -1.4550 -1.7883 4.1895  -0.001
C 0.4018 2.8759 5.3530  0.000
N 3.7136 0.6787 0.3823  0.000
C 3.7458 -4.4566 -0.7681  0.000
H -0.7674 3.5112 -5.6875  0.000
H 4.6457 -4.4771 -1.3809  0.000
H -0.0845 2.0800 -5.2444  0.000
C 0.2837 3.0843 3.9889  0.004
H 1.5738 -2.0781 3.7950  -0.001
H 4.1448 0.5083 -1.6568  0.000
C -5.1485 -2.5664 -0.7639  -0.002
C -1.5228 -1.6948 3.1009  -0.005
H 3.9669 -4.9746 0.1649  0.000
H 0.4744 3.7195 6.0284  0.000
H 0.4334 4.6569 -3.9164  0.000
O 1.2877 -0.0226 -0.4330  -0.050
H -1.6006 -2.6998 2.6775  0.002
N 0.2930 2.5058 -2.1673  -0.027
C -2.8171 -2.1391 -0.2770  0.003
O 2.1762 -2.6863 -0.3656  0.013
N 2.5640 -5.0593 -1.3846  0.000
Si 0.0522 2.3155 1.2571  -0.074
H 4.1267 -0.2087 0.6545  0.000
H 0.5263 1.4070 6.9186  0.000
H 2.5548 -6.0631 -1.2708  0.000
N 3.3963 0.6125 -0.9855  0.000
O 1.9762 -0.1330 -2.5702  -0.002
H -1.8769 -5.8212 -0.2808  0.000
C 1.4330 -1.9206 2.7205  -0.008
H -4.2398 -5.1858 -0.6790  0.000
C 3.4735 -3.0130 -0.3887  0.000
H -6.4040 -0.8731 -0.9449  0.000
C -1.3689 3.5130 0.9990  -0.002
O 4.3415 -2.2300 -0.1120  0.000
H 2.1488 3.3304 -2.6677  0.000
C -3.1020 -0.7453 -0.2303  -0.006
H 0.2774 4.1049 3.6119  0.000
C -0.8839 1.8955 -2.7590  0.021
H -0.1830 -4.0332 0.0804  -0.001
O -2.0608 0.0501 0.0605  -0.010
H 2.3523 -1.4962 2.3096  0.001
H 1.2665 -2.8940 2.2503  0.003
C 1.6034 3.2659 0.7808  -0.008
Cl -6.4365 -3.6729 -1.1016  0.000
H 1.4076 4.3434 0.7600  -0.002
N -0.4032 2.9862 -4.8945  0.000
H -1.8062 3.7104 -3.4962  0.000
H 0.3456 -0.5043 5.3927  0.000
H -0.5900 0.9195 -3.1651  -0.001
H -2.4479 -1.1574 2.8700  0.001
H 1.6958 1.8798 -3.5544  0.000
H 2.3762 3.0733 1.5279  0.000
C -2.1811 -4.7832 -0.2942  0.000
C 0.3228 0.5031 4.9844  0.004
H 0.0619 3.2992 -1.5806  0.002
H -2.2650 3.1561 1.5140  0.001
C -3.4781 -4.4348 -0.5155  0.001
C 2.2164 0.1119 -1.4057  0.006
C -1.4880 2.7371 -3.8659  0.004
H -1.1090 4.4934 1.4118  0.000
H 2.5396 -4.8708 -2.3793  0.000
C -5.4021 -1.2324 -0.7584  0.001
C -3.8363 -3.0667 -0.5226  0.000
C -4.3553 -0.3081 -0.4997  -0.003
C 0.1745 2.0071 3.0968  0.016
H -2.3250 2.2464 -4.3597  0.000
H -1.6432 3.6510 -0.0558  0.001
H 1.7150 -3.4956 -0.6734  0.000
Si -0.0193 -0.7887 2.4682  -0.060

Results
- Frontier orbital gap (spin up / spin down): 0.2761 / 0.2558 hartree
- LUMO level (spin up / spin down): -2.8134 / -2.8150 eV
- Net charge: +1
- ⟨S²⟩: 0.774
- Multiplicity: 2

two | C26H39ClIN6O5Si2V as an isolated structure. Source: OMol25; level of theory: ωB97M-V with the def2-TZVPD basis set.

Each line ends with the Mulliken spin population.
Positions of all 81 atoms, in Å:
C 0.3030 3.9290 -3.2895  0.000
O 2.2157 0.3398 2.1962  -0.004
C 0.4189 -3.0028 4.3831  0.006
H 2.8785 0.7922 2.7548  0.002
C -2.0896 -0.6734 -4.7246  0.000
H -0.0747 -4.0058 -1.6373  0.000
H 0.3655 4.1359 -4.3507  0.000
H -2.6948 -1.9431 2.0851  0.001
C -2.1944 -0.9603 -3.2354  -0.001
C 1.6689 -4.9151 3.6498  0.001
H -2.0282 -0.0170 -2.6818  -0.001
C -2.3628 -1.2489 2.8606  -0.003
H 1.0365 -4.5957 5.6778  0.000
H -0.4112 -0.1680 5.1204  -0.001
H -3.3829 2.3922 0.2033  0.000
H -1.0635 6.0142 1.9093  0.000
H -0.5226 0.6210 -4.4391  0.000
H -2.7854 0.1017 -5.0416  0.000
H -1.3975 -2.3571 -1.9739  0.008
C 0.9055 2.7990 -2.7226  0.002
C -0.8699 5.4833 -0.1385  0.000
N 3.6857 2.4995 2.2064  0.000
C -0.0686 4.1232 1.6586  0.011
C 1.0366 -3.2000 2.0597  0.004
C 1.6577 -4.4138 2.3578  0.004
C -0.7121 5.2793 1.1994  0.000
N -2.9957 1.5512 0.6075  0.001
C 0.1316 -1.5461 -3.0978  0.005
O -1.4243 -0.4243 -0.1116  0.019
H 4.0238 1.4332 0.4448  0.000
H -0.9370 1.1860 4.1276  0.000
C 0.3833 3.1122 0.8259  0.015
H 4.5487 3.0228 2.1527  0.000
H 3.4190 -2.5839 0.2153  0.001
C -0.2339 0.3542 4.1763  -0.012
H -3.1980 -1.3104 -3.0024  0.000
H 0.8128 -2.3478 -2.8150  -0.003
N 0.8541 2.4966 -1.4523  0.005
H 0.4005 -0.6669 -2.4744  0.017
Cl -1.6620 6.9180 -0.6895  0.000
H 2.8091 -2.0731 -1.3537  0.002
H -0.0834 -4.8405 -0.0872  0.000
H 1.5145 2.1234 -3.3249  0.000
C 0.3199 -1.2518 -4.5792  0.002
H -4.5059 0.2397 -0.0276  0.000
N -1.2363 -1.9944 -2.9095  0.001
H 2.1579 -5.8566 3.8665  0.000
H -0.8277 5.6817 -2.8296  0.000
C -2.7104 -0.6255 -0.3644  0.002
C 2.0321 1.1179 1.0742  -0.013
H 2.8128 -3.7914 -0.9237  -0.002
H -1.2886 -3.6016 -0.4097  0.002
I 0.2094 3.9513 3.7284  0.000
V 0.1453 -0.2668 0.3402  1.083
C -0.3453 4.7924 -2.4493  -0.001
N -3.5182 0.4348 -0.0559  -0.002
C 2.6538 -2.7828 -0.5370  -0.007
C 1.0424 -4.2079 4.6668  0.000
H -2.5673 -1.7151 3.8270  -0.002
N -0.6879 -0.2187 -4.9996  0.000
H 2.1406 -4.9820 1.5679  0.000
H -3.2212 1.5232 1.5957  0.000
Si 0.9272 -2.5983 0.2637  -0.054
H -0.5696 0.0199 -5.9822  0.000
C 3.2447 2.0492 0.8938  -0.005
H -2.9789 -0.3462 2.8034  0.002
Si -0.4951 -0.8534 2.7347  -0.112
H 1.3211 -0.8860 -4.8032  0.000
O -3.1505 -1.6435 -0.8564  -0.003
H 2.9875 2.8523 0.1951  0.000
H 0.7746 0.7597 4.2036  0.003
C 0.2836 3.3575 -0.5857  -0.005
H 0.1207 -2.1529 -5.1555  0.000
C -0.3385 4.5560 -1.0603  0.004
H -2.2666 -1.5837 -5.2942  0.000
O 0.8323 1.9869 1.4546  0.035
C 0.4143 -2.4814 3.0876  0.005
O 1.7379 0.3378 0.0346  -0.008
C -0.2412 -3.8715 -0.5646  -0.005
H -0.0742 -2.4617 5.1843  0.000
H 2.9881 3.0992 2.6372  0.000

Results
- Frontier orbital gap (spin up / spin down): 0.2728 / 0.2544 hartree
- LUMO level (spin up / spin down): -3.0054 / -3.0052 eV
- Net charge: +1
- ⟨S²⟩: 0.784
- Multiplicity: 2

Most stable structure: one

one | The molecule C17H22N2O3S2. Source: OMol25; level of theory: ωB97M-V with the def2-TZVPD basis set.

Each line ends with the natural charge from an NBO analysis.
Positions of all 46 atoms, in Å:
H -4.6030 -0.8495 -0.2115  0.241
S -4.2746 1.4819 -0.3790  0.211
H 5.7806 -0.4431 0.5114  0.220
C -2.1898 2.0437 -2.1112  0.661
C -2.7156 2.3640 -0.7224  -0.621
H 0.4574 -1.2422 3.8651  0.224
H 0.6383 -1.8203 -2.4913  0.168
H -1.2318 1.0857 -4.1886  0.245
H -3.8484 -1.0555 3.8171  0.238
C 1.1438 -0.9113 3.1008  -0.173
C -0.7615 -0.5972 1.5673  0.484
C 0.7398 0.7853 -3.3816  -0.065
H 1.1421 0.5369 -4.3748  0.165
C 2.4929 -0.8545 3.3598  -0.238
H 2.0005 -1.4915 -3.5955  0.169
O -2.4926 2.6919 -3.0916  -0.633
C 1.5463 -0.1135 0.8635  -0.181
C -4.0778 -1.1594 2.7600  -0.665
N -1.3894 0.9591 -2.1478  -0.661
H 5.5591 1.2332 1.1110  0.223
C -2.6877 -0.5102 0.6489  0.048
H -3.3138 -0.4796 -1.3904  0.244
C 1.5896 -1.2888 -2.5993  -0.254
C 3.3846 -0.4270 2.3741  -0.150
C 2.8998 -0.0575 1.1245  -0.246
C -0.7721 0.5200 -3.3743  -0.263
H -2.9831 3.4179 -0.6686  0.256
O -1.6405 -0.9283 2.5349  -0.400
H -4.8751 -0.4704 2.4909  0.238
H 0.9186 1.8441 -3.1788  0.197
H -1.9981 2.1099 0.0573  0.229
C 0.6528 -0.5421 1.8446  -0.075
H -0.9693 -0.5467 -3.5222  0.190
H 2.8794 -1.1386 4.3267  0.221
H -4.4233 -2.1776 2.5778  0.228
O 1.4530 0.0943 -2.3811  -0.550
H 6.9782 0.2838 1.6046  0.239
N -1.3457 -0.3394 0.4277  -0.510
H 2.2808 -1.6512 -1.8403  0.196
C -3.7027 -0.2670 -0.3965  -0.554
H -1.1295 0.4859 -1.2822  0.442
S 5.0867 -0.3995 2.8234  0.267
H 3.5618 0.2776 0.3430  0.219
H 1.1803 0.1735 -0.1088  0.250
C 5.9251 0.2380 1.3449  -0.743
C -2.8660 -0.8647 1.9587  0.271

Results
- Frontier orbital gap: 0.3016 hartree
- LUMO level: 0.3780 eV
- SMILES: COCCNC(=O)CSCc1nc(-c2ccc(SC)cc2)oc1C
- Multiplicity: 1

two | The molecule C17H22N2O3S2. Source: OMol25; level of theory: ωB97M-V with the def2-TZVPD basis set.

Each line ends with the natural charge from an NBO analysis.
Positions of all 46 atoms, in Å:
H 0.8875 0.9916 4.5841  0.201
H -2.9700 3.0122 -3.3147  0.232
C 1.6640 -0.5450 2.3800  -0.610
H 0.8771 1.1056 -2.0053  0.243
H 0.1543 -0.6127 4.6348  0.220
C 1.8973 -1.3499 -1.6015  -0.155
O -2.4318 0.4908 1.2717  -0.954
N -0.8398 2.3421 2.1228  -0.876
C 0.3808 1.5683 1.9527  -0.138
H 1.1885 2.1682 2.3913  0.234
H 1.8132 -0.7097 1.3157  0.220
C 0.0986 -3.3394 -2.2529  -0.212
C -2.8387 2.2691 -1.2499  -0.214
H 2.7302 -5.2888 -1.4846  0.216
S -2.3089 1.9101 1.4934  2.337
H 1.0869 -5.7893 -1.9149  0.216
C -1.8750 4.2455 -1.9294  -0.391
C 0.7075 1.4741 0.4541  0.685
H -0.4771 -0.3934 2.2333  0.222
H 1.6579 -1.5121 2.8770  0.215
H 2.5995 -0.5699 -1.3449  0.214
C 1.4262 -3.6760 -2.0224  -0.020
C -2.6082 3.1663 -2.3144  -0.266
H -3.3947 1.3525 -1.3226  0.241
C 0.1097 0.4059 -1.6641  -0.243
H -0.6105 -4.1144 -2.5068  0.208
H -0.9618 2.7259 3.0459  0.425
C 0.1196 0.3571 4.1444  -0.610
S -1.4529 4.1919 -0.2648  0.527
H 3.3557 -2.9059 -1.5094  0.207
C 2.3192 -2.6626 -1.6943  -0.216
H -0.8570 0.7959 4.3393  0.208
C 1.8907 -5.0949 -2.1480  -0.626
H -1.5550 5.0721 -2.5320  0.243
N -0.1077 0.6797 -0.2554  -0.644
H -0.8846 0.2154 0.1980  0.431
H -0.8207 0.5861 -2.2107  0.201
H 2.5045 0.0330 2.7589  0.205
H -1.3657 -1.7846 -2.3330  0.206
C 0.3517 0.1902 2.6429  -0.234
O -3.2883 2.5492 2.3166  -0.922
C 0.5689 -1.0177 -1.8363  -0.059
C -2.2686 2.6947 -0.0891  -0.561
H 2.2178 -5.2891 -3.1701  0.221
C -0.3274 -2.0270 -2.1565  -0.198
O 1.6373 2.0890 -0.0287  -0.630

Results
- Frontier orbital gap: 0.3452 hartree
- LUMO level: 0.5273 eV
- SMILES: Cc1ccc(CNC(=O)[C@@H](NS(=O)(=O)c2cccs2)C(C)C)cc1
- Multiplicity: 1

Most stable structure: one